A molecular structure, C4H8GaO3, computed with ωB97M-V/def2-TZVPD.

The expectation value of S² is 0.76. For the total energy, the calculation gives -62771.5179 eV. The multiplicity is 2. As for the LUMO energy (spin up / spin down): -13.3 / -13.4 eV. The energy above the lowest of the compared OMol25 structures with the same formula, charge and spin comes out at 67.3 kJ/mol. For the HOMO-LUMO gap (spin up / spin down), the calculation gives 6.185 / 6.793 eV. Its total charge is +2.

The geometry in XYZ format:
```
16
Properties=species:S:1:pos:R:3:forces:R:3:lowdin_charge:R:1
O -0.223761 -0.299088 -0.800966 1.093 0.733 0.266 -0.1035
O -2.242667 -1.133737 -0.290672 2.817 -0.950 -0.738 0.2937
C -1.151086 -1.280216 -0.715778 -4.508 0.087 0.910 -0.0427
O -0.202569 0.245617 2.140457 0.942 -1.025 1.942 -0.1646
C -1.258866 -0.060539 2.986394 -2.514 -0.393 2.296 -0.0826
C 0.734016 -0.341904 -1.933364 1.143 -0.346 -1.528 -0.1062
C 1.680463 0.817668 -1.775134 -0.827 0.147 0.280 -0.0273
H -2.221424 0.391723 2.689340 0.516 -0.015 -0.005 0.1200
H -1.429414 -1.154298 2.993529 0.387 0.367 -0.256 0.1314
H -1.037450 0.246054 4.024104 0.106 0.023 -0.646 0.1267
H 1.246760 -1.308405 -1.886963 -0.202 0.158 0.079 0.1648
H 0.123566 -0.272948 -2.839287 0.109 0.020 0.207 0.1671
H 2.270142 0.748449 -0.847068 0.338 -0.193 0.147 0.0996
H 2.392805 0.793098 -2.609809 0.131 0.166 0.231 0.1478
H 1.158636 1.784707 -1.816709 0.045 -0.028 -0.237 0.1090
Ga 0.160850 0.823818 0.681927 0.425 1.250 -2.950 1.1668
```
Positions in Å, forces in eV/Å.